1.
Density functional theory data (ωB97M-V/def2-TZVPD) for C21H31Br3O10 as an isolated structure in a non-equilibrium geometry.

The geometry in XYZ format:
```
65
Properties=species:S:1:pos:R:3:forces:R:3:mulliken_charge:R:1
O -14.37867 -5.05688 -1.32293 -0.576 0.949 -3.270 -0.600
C -14.89256 -4.86037 -2.44326 2.025 0.177 3.167 0.233
O -15.19472 -3.61351 -2.85632 0.292 -0.015 -0.927 -0.314
C -15.90078 -3.67951 -4.13483 1.633 -0.494 -0.447 -0.602
C -15.68724 -5.11879 -4.59032 0.391 -0.200 -2.479 -0.062
C -15.34139 -5.92874 -3.39033 0.719 0.905 0.353 1.410
H -15.41448 -3.02919 -4.86195 0.131 0.399 0.356 0.346
H -16.96756 -3.45943 -4.09442 1.070 0.461 0.753 0.401
H -14.93913 -5.23755 -5.37411 0.431 0.395 0.220 0.422
H -16.64403 -5.42845 -5.01075 2.114 -0.046 -0.853 -0.206
H -14.58323 -6.69432 -3.55516 -0.149 0.050 0.213 0.683
H -16.19873 -6.33006 -2.84995 1.237 0.008 -1.369 -0.817
O -21.12870 -8.74638 -3.77082 -9.860 2.509 -6.819 -0.619
C -20.93450 -8.50519 -4.93880 -2.350 0.750 -2.040 0.367
O -20.56587 -7.27292 -5.28640 -3.843 -3.137 -2.693 -0.286
C -20.44312 -7.17795 -6.72628 3.133 -10.525 2.867 -0.777
C -20.44113 -8.62214 -7.19132 0.268 -1.081 -1.065 -0.909
C -21.10647 -9.42384 -6.09668 0.199 0.516 0.800 -0.419
H -19.51065 -6.69284 -7.01487 0.358 -1.413 0.840 0.327
H -21.23509 -6.55701 -7.14499 -3.879 -6.800 1.699 0.884
H -19.43861 -9.00306 -7.38617 0.173 0.036 0.045 0.271
H -20.99123 -8.71798 -8.12743 0.097 0.006 -0.095 0.373
H -20.67673 -10.38216 -5.80505 -0.076 -0.208 -0.382 0.305
H -22.18279 -9.50566 -6.24814 -0.056 -0.345 -0.007 0.295
O -20.88192 -5.61333 -7.32089 1.840 18.962 -4.732 -0.426
C -20.31299 -4.73464 -6.63298 -1.044 1.528 -0.664 0.855
O -19.00069 -4.77225 -6.25044 0.253 0.319 -4.513 -0.371
C -18.61907 -3.59392 -5.57528 -1.434 0.690 0.504 0.639
C -19.76528 -2.59846 -5.81945 2.721 1.193 0.492 -0.987
C -20.91069 -3.47542 -6.06451 -1.718 -0.379 -0.125 -0.702
H -17.61323 -3.29642 -5.87170 -0.345 -0.081 -0.151 0.581
H -18.66430 -3.92599 -4.53809 0.111 1.245 -0.338 -0.368
H -19.51186 -1.92439 -6.63769 -0.209 -0.135 -0.212 0.372
H -19.81792 -1.98042 -4.92314 -0.387 0.063 -0.089 0.336
H -21.57945 -3.00758 -6.78700 -0.360 -0.383 0.196 0.507
H -21.41808 -3.64396 -5.11465 -0.385 -0.265 -0.051 0.255
O -15.04153 -7.13492 2.10925 -0.640 -0.163 -0.551 -0.623
C -15.68544 -6.68481 1.19970 1.122 0.547 0.039 0.150
O -16.25460 -5.44240 1.30909 -0.191 -0.232 0.542 -0.418
C -16.82787 -5.03623 0.08053 0.639 0.515 -1.136 -1.075
C -17.04253 -6.30009 -0.67763 1.110 -0.730 2.078 -0.071
C -15.85929 -7.18569 -0.24829 1.143 0.886 3.340 -0.540
H -16.11399 -4.50535 -0.54926 -0.169 0.615 1.150 0.465
H -17.73451 -4.43792 0.17065 0.086 -0.116 0.562 0.362
H -17.08701 -6.22122 -1.76386 0.149 0.675 2.650 -2.434
H -17.95823 -6.75978 -0.30577 0.545 -0.422 0.244 1.058
H -14.91527 -6.92242 -0.72540 -0.153 0.165 -0.116 0.387
H -15.93283 -8.26756 -0.35897 0.203 0.687 1.601 0.745
O -17.35428 -4.40199 -2.32779 -0.598 1.475 -0.302 -0.522
C -18.03016 -5.21302 -2.87495 -2.313 1.303 0.906 0.922
O -17.89635 -5.54261 -4.16126 -3.319 -1.557 2.287 0.210
C -19.02059 -6.37434 -4.52597 0.594 0.323 1.623 0.283
C -19.59898 -6.86434 -3.22380 1.054 2.791 1.061 -1.243
C -19.21686 -5.83120 -2.18971 -0.730 -0.027 -1.467 -0.376
H -18.64108 -7.20562 -5.12016 0.832 0.623 0.045 0.059
H -19.75484 -5.82941 -5.11930 1.779 0.268 2.247 -0.741
H -19.05395 -7.76059 -2.92752 0.019 2.770 -1.066 -0.338
H -20.67307 -7.04786 -3.25105 0.832 0.864 0.294 2.090
H -18.92323 -6.18130 -1.20011 -1.069 0.283 -0.861 -0.077
H -20.00486 -5.08366 -2.09834 0.108 0.416 0.081 0.257
C -17.97880 -9.76765 -2.62952 -0.260 -0.125 1.774 -0.655
Br -17.49662 -11.33814 -1.43856 0.013 0.885 -1.043 -0.176
Br -17.00699 -8.14716 -2.09463 -2.016 -6.974 -4.551 0.474
Br -19.97185 -9.23196 -2.65529 8.187 -10.710 9.025 -0.042
H -17.88822 -9.92945 -3.70364 0.520 -0.687 0.360 0.470
```
Forces are in eV/Å.

Output
Energy above the lowest of the compared OMol25 structures with the same formula, charge and spin   2534.9 kJ/mol
Kohn-Sham gap   6.48 eV

2.
Density functional theory data (ωB97M-V/def2-TZVPD) for a single C18H22N2O2 molecule.

The geometry in XYZ format:
```
44
Properties=species:S:1:pos:R:3:forces:R:3:mulliken_charge:R:1
O -3.53868 4.81390 -4.99375 -0.098 0.098 -0.102 -0.564
C -2.83317 4.02687 -4.12654 0.160 -0.182 0.145 0.896
C -1.98711 3.05566 -4.64421 -0.344 0.368 -0.087 -0.840
C -1.25090 2.24648 -3.80159 0.124 -0.041 0.267 -0.282
C -1.34339 2.37163 -2.41343 -0.241 0.210 -0.285 0.058
N -0.66849 1.53039 -1.52856 0.081 -0.349 0.257 0.302
C 0.11939 2.13076 -0.47103 0.067 0.027 0.312 -1.029
C 0.29466 1.13343 0.67147 0.028 0.320 -0.210 -0.539
N 0.96763 -0.04252 0.15299 -0.066 0.064 0.022 0.174
C 1.47366 -0.95458 1.14858 -0.347 -0.167 0.094 -1.362
C 0.43448 -1.64905 2.07387 0.463 -0.095 -0.440 0.187
O -0.16746 -0.74812 2.97671 -0.088 0.261 0.260 -0.575
C 1.11266 -2.81134 2.76032 -0.183 -0.057 0.005 0.550
C 1.99196 -2.60267 3.81641 -0.078 0.022 -0.096 -0.478
C 2.63446 -3.66889 4.41977 0.079 0.033 0.083 -0.719
C 2.41253 -4.95901 3.97081 0.027 -0.081 0.016 -0.407
C 1.54437 -5.17650 2.91456 0.031 -0.115 -0.013 -0.615
C 0.89943 -4.10995 2.31496 0.017 0.132 0.019 -0.250
C 0.15597 -0.65050 -0.88024 0.118 0.086 -0.253 -0.696
C -0.02301 0.34010 -2.03276 -0.136 -0.258 0.101 -1.038
C -2.20744 3.34632 -1.90797 0.109 -0.038 -0.057 -0.517
C -2.93441 4.16463 -2.74818 0.000 0.072 -0.151 -0.522
H -4.08431 5.43116 -4.49279 0.077 -0.085 -0.055 0.264
H -1.90803 2.95234 -5.71490 0.017 -0.021 -0.132 0.390
H -0.58807 1.51823 -4.24118 0.072 -0.083 -0.012 0.393
H -0.37093 3.03136 -0.10488 0.025 -0.031 -0.017 0.510
H 1.11809 2.40608 -0.85055 -0.044 0.059 0.043 0.252
H 0.91584 1.57952 1.45130 -0.036 -0.002 0.035 0.433
H -0.69014 0.89109 1.09856 0.076 0.082 0.009 0.309
H 2.17771 -0.39913 1.77796 0.062 -0.106 0.075 0.418
H 2.03317 -1.73624 0.62583 0.039 0.023 0.075 0.386
H -0.39333 -2.02269 1.46340 0.112 -0.040 0.042 0.456
H 0.50414 -0.42387 3.58678 -0.052 0.010 -0.014 0.427
H 2.18480 -1.60114 4.17778 0.023 0.094 0.051 0.266
H 3.31231 -3.49065 5.24173 0.053 0.007 0.064 0.378
H 2.91378 -5.79102 4.44246 0.036 -0.066 0.038 0.380
H 1.36584 -6.18075 2.55924 -0.017 -0.083 -0.022 0.378
H 0.21940 -4.28438 1.49343 -0.095 -0.015 -0.085 0.328
H 0.66216 -1.54719 -1.24558 -0.021 -0.019 -0.009 0.380
H -0.84452 -0.93184 -0.51035 0.029 -0.035 -0.055 0.308
H -0.65722 -0.11828 -2.79305 0.045 0.026 -0.010 0.550
H 0.96544 0.56243 -2.46719 -0.043 -0.041 -0.049 0.400
H -2.32680 3.45600 -0.84097 -0.024 -0.031 0.103 0.403
H -3.59648 4.91196 -2.32922 -0.056 0.050 0.040 0.258
```
Forces are in eV/Å.

Output
Energy above the lowest of the compared OMol25 structures with the same formula, charge and spin   244.7 kJ/mol
Structure (SMILES)   Oc1ccc(N2CCN(C[C@H](O)c3ccccc3)CC2)cc1
Kohn-Sham gap   8.16 eV

3.
Density functional theory data (ωB97M-V/def2-TZVPD) for C3H5CdLiO3 as an isolated structure in a non-equilibrium geometry.

The geometry in XYZ format:
```
13
Properties=species:S:1:pos:R:3:forces:R:3:mulliken_charge:R:1
O -1.47420 0.08780 -0.16326 -0.670 -0.490 1.057 -0.366
C -1.26184 0.83502 0.94474 0.498 2.510 -1.308 0.297
C -1.16823 -1.31383 -0.04738 0.104 -0.798 0.478 -0.409
O -1.29183 2.04861 0.79014 0.074 -1.766 0.605 -0.509
O 0.90794 -0.36413 -0.48365 -2.684 -0.188 -1.563 -0.636
C 0.16716 -1.53582 -0.73685 0.060 -0.161 0.379 -0.278
H -2.00820 -1.89364 -0.44570 0.158 0.242 0.003 0.299
H -0.99809 -1.61226 0.99751 -0.462 0.466 -0.074 0.294
H -0.01005 -1.85675 -1.77745 0.327 0.645 -0.185 0.254
H 0.64951 -2.41697 -0.27614 -0.102 0.154 -0.051 0.260
H -0.95763 0.35634 1.89448 -0.450 -0.216 -0.493 0.317
Li 0.12956 1.09192 -1.40846 0.079 -0.454 0.769 0.696
Cd 2.92964 -0.40729 -0.23064 3.068 0.054 0.384 -0.221
```
Forces are in eV/Å.

Output
Energy above the lowest of the compared OMol25 structures with the same formula, charge and spin   3.5 kJ/mol
Kohn-Sham gap   5.24 eV

4.
Density functional theory data (ωB97M-V/def2-TZVPD) for C10H17CaNSe2Te4 as an isolated structure.

The geometry in XYZ format:
```
35
Properties=species:S:1:pos:R:3:forces:R:3:mulliken_charge:R:1
Ca -0.07728 -0.06965 0.87036 -0.207 0.085 -0.088 0.627
Te 0.70670 -1.30809 3.39659 0.187 -0.356 0.406 -0.526
Te 0.03701 1.15986 4.34103 -0.076 -0.056 -0.244 -0.030
Te 1.47642 2.85099 2.79821 0.057 -0.136 -0.083 -0.027
Te 0.17803 2.81203 0.40435 0.002 0.370 -0.176 -0.518
C 0.83214 -0.69011 -4.57712 0.065 -0.168 -0.015 -0.980
Se 0.46702 -0.16760 -2.74835 -0.200 0.189 0.168 0.241
C 2.20723 0.60315 -2.35010 0.135 -0.067 -0.112 -0.890
C 3.25067 -0.40006 -1.88651 0.050 -0.025 -0.097 -0.567
Se 2.93393 -0.91169 -0.04111 -0.285 0.312 0.130 0.444
C 4.55600 -1.92592 0.23450 -0.038 -0.113 0.037 -0.958
H 1.06461 0.19970 -5.15620 -0.003 -0.011 -0.015 0.295
H -0.06813 -1.15794 -4.96835 0.018 0.003 -0.013 0.290
H 1.65438 -1.40030 -4.61501 -0.008 -0.002 -0.036 0.297
H 2.00554 1.36355 -1.59632 0.108 0.065 0.064 0.300
H 2.54823 1.11221 -3.25158 -0.062 0.000 -0.035 0.345
H 4.24245 0.04856 -1.95115 0.021 0.001 0.063 0.404
H 3.24206 -1.31806 -2.47391 0.004 0.084 -0.167 0.328
H 4.68358 -2.63271 -0.58185 0.004 -0.016 0.022 0.292
H 4.44811 -2.46352 1.17218 0.004 0.008 0.020 0.290
H 5.39770 -1.24270 0.29288 0.023 -0.007 -0.005 0.295
N -2.42572 -0.25720 -0.44248 0.569 -0.205 0.363 -0.366
C -2.97203 0.14323 0.81158 -0.094 -0.087 -0.157 0.138
C -2.87744 -0.72465 1.89398 -0.059 -0.037 0.055 0.080
C -3.30124 -0.31271 3.15382 -0.028 -0.013 -0.048 -0.473
C -3.82819 0.95431 3.33124 -0.048 -0.016 -0.072 -0.611
C -3.92321 1.81527 2.24272 -0.059 -0.023 0.042 -0.503
C -3.49052 1.42165 0.98928 0.002 0.049 -0.003 -0.645
H -2.71151 0.28643 -1.24211 0.018 0.116 0.025 0.180
H -2.51028 -1.24713 -0.63042 -0.248 0.011 -0.049 0.231
H -2.49642 -1.73340 1.75906 0.028 0.037 0.023 0.409
H -3.20792 -0.99328 3.98975 0.017 0.008 -0.011 0.456
H -4.16157 1.27280 4.30988 0.032 0.010 -0.019 0.401
H -4.33520 2.80798 2.37042 0.044 -0.005 0.011 0.373
H -3.54517 2.10502 0.15074 0.027 -0.004 0.015 0.379
```
Forces are in eV/Å.

Output
Energy above the lowest of the compared OMol25 structures with the same formula, charge and spin   1.8 kJ/mol
Kohn-Sham gap   6.47 eV